Computed, not measured: 10 unconnected molecules or ions with the total composition C37H83FN4O10S in a non-equilibrium geometry, with ωB97M-V/def2-TZVPD.

The highest occupied orbital energy comes out at -9.417 eV. Its LUMO energy is 0.30 eV.

Element x y z (Å)
N (0.8845, -2.5408, 5.4949)
C (1.0890, -2.5733, 4.3565)
C (1.3244, -2.6179, 2.8813)
C (1.5767, -4.1020, 2.5351)
C (2.3917, -4.2642, 1.2459)
F (3.5598, -3.5158, 1.3684)
C (0.0232, -2.0186, 2.2539)
C (0.0495, -0.5769, 2.6718)
N (0.1495, 0.5523, 2.9025)
C (-0.0012, -1.9953, 0.7112)
C (-0.6990, -3.1659, -0.0343)
S (-1.5454, -4.4357, 0.9398)
C (-2.9515, -3.7079, 1.7101)
N (-3.9108, -4.4830, 1.9892)
N (-4.8614, -3.7042, 2.6214)
C (-4.3931, -2.5389, 2.6557)
O (-3.1791, -2.4352, 2.0832)
H (2.2008, -2.0085, 2.6620)
H (2.2355, -4.4907, 3.3210)
H (0.6875, -4.7311, 2.5497)
H (1.8613, -3.9446, 0.3506)
H (2.7171, -5.3048, 1.1787)
H (-0.8579, -2.4342, 2.7408)
H (-0.4921, -1.0694, 0.4003)
H (1.0350, -1.8944, 0.3679)
H (0.0319, -3.6980, -0.6700)
H (-1.4116, -2.7280, -0.7391)
H (-4.9475, -1.7396, 3.1218)
C (1.7018, -5.3623, -4.0721)
C (1.1646, -4.0275, -3.5818)
C (1.5884, -2.8865, -4.4852)
O (1.6381, -3.7776, -2.2509)
H (2.7953, -5.3562, -4.0868)
H (1.3955, -6.1692, -3.4038)
H (1.3421, -5.5863, -5.0770)
H (0.0747, -4.0686, -3.5313)
H (2.6784, -2.7955, -4.5108)
H (1.2009, -1.9396, -4.1081)
H (1.2271, -3.0302, -5.5019)
H (2.5999, -3.7383, -2.2829)
C (1.5779, 2.6907, -3.7753)
C (1.5641, 1.2091, -3.4363)
C (1.6170, 0.9868, -1.9316)
O (2.6764, 0.5583, -4.0555)
H (2.4955, 3.1635, -3.4155)
H (1.5482, 2.8373, -4.8560)
H (0.7267, 3.2069, -3.3307)
H (0.6620, 0.7476, -3.8434)
H (2.5379, 1.4022, -1.5125)
H (1.6139, -0.0813, -1.7030)
H (0.7663, 1.4528, -1.4307)
H (3.4842, 0.9511, -3.7099)
C (-3.5147, 2.6827, 0.2175)
C (-3.3748, 1.2033, -0.1056)
C (-4.4108, 0.3748, 0.6385)
O (-2.0626, 0.7595, 0.2412)
H (-3.3596, 2.8607, 1.2850)
H (-2.7613, 3.2635, -0.3162)
H (-4.5027, 3.0561, -0.0573)
H (-3.4869, 1.0502, -1.1802)
H (-4.2840, 0.4803, 1.7201)
H (-4.2934, -0.6841, 0.4036)
H (-5.4251, 0.6800, 0.3758)
H (-1.9446, 0.8881, 1.1909)
C (0.1430, 8.1996, -3.1503)
C (0.1371, 6.7156, -2.8147)
C (0.1848, 6.4904, -1.3106)
O (1.2544, 6.0802, -3.4312)
H (1.0574, 8.6738, -2.7845)
H (0.1167, 8.3474, -4.2311)
H (-0.7148, 8.7094, -2.7077)
H (-0.7597, 6.2493, -3.2270)
H (1.1003, 6.9119, -0.8868)
H (0.1889, 5.4231, -1.0834)
H (-0.6716, 6.9496, -0.8136)
H (2.0580, 6.4826, -3.0783)
C (-2.4716, -0.7210, -6.2544)
C (-1.4168, -1.3391, -7.1594)
C (-1.9860, -1.6592, -8.5330)
O (-0.9078, -2.5309, -6.5595)
H (-3.3040, -1.4140, -6.1023)
H (-2.0518, -0.5041, -5.2708)
H (-2.8636, 0.2048, -6.6782)
H (-0.5748, -0.6533, -7.2623)
H (-2.8030, -2.3820, -8.4535)
H (-1.2218, -2.1088, -9.1681)
H (-2.3636, -0.7611, -9.0241)
H (-1.6394, -3.1492, -6.4613)
C (-3.1931, -2.8847, 6.8236)
C (-4.5634, -2.2802, 7.0884)
C (-5.5025, -3.2928, 7.7238)
O (-5.1258, -1.8089, 5.8598)
H (-3.2711, -3.7282, 6.1305)
H (-2.5326, -2.1500, 6.3601)
H (-2.7296, -3.2351, 7.7465)
H (-4.4604, -1.4153, 7.7438)
H (-5.6533, -4.1488, 7.0596)
H (-6.4831, -2.8480, 7.8996)
H (-5.1084, -3.6545, 8.6743)
H (-5.2215, -2.5685, 5.2736)
C (6.7162, -3.7551, 1.8584)
C (7.9776, -4.5906, 1.7045)
C (8.9197, -3.9853, 0.6747)
O (7.6301, -5.9192, 1.3138)
H (6.1665, -3.7051, 0.9150)
H (6.0468, -4.2043, 2.5923)
H (6.9515, -2.7382, 2.1773)
H (8.4868, -4.6666, 2.6662)
H (8.4414, -3.9434, -0.3081)
H (9.8155, -4.5987, 0.5686)
H (9.2201, -2.9752, 0.9581)
H (7.1796, -5.8673, 0.4650)
C (-5.6493, 2.5115, 10.1438)
C (-4.5187, 1.5009, 10.0249)
C (-3.5184, 1.9139, 8.9557)
O (-5.0535, 0.2155, 9.7109)
H (-6.2000, 2.5868, 9.2019)
H (-6.3628, 2.1990, 10.9074)
H (-5.2702, 3.5010, 10.4046)
H (-4.0102, 1.4054, 10.9852)
H (-4.0018, 1.9701, 7.9762)
H (-2.7181, 1.1771, 8.8755)
H (-3.0763, 2.8858, 9.1811)
H (-5.5069, 0.2842, 8.8637)
C (3.9395, 6.1878, -6.2691)
C (3.3657, 7.4968, -5.7515)
C (3.7699, 8.6685, -6.6334)
O (3.8225, 7.7234, -4.4150)
H (5.0332, 6.2209, -6.2755)
H (3.6477, 5.3609, -5.6200)
H (3.5924, 5.9761, -7.2815)
H (2.2787, 7.4269, -5.7086)
H (4.8577, 8.7821, -6.6515)
H (3.3580, 9.6003, -6.2434)
H (3.4177, 8.5327, -7.6570)
H (4.7827, 7.7860, -4.4381)